Record 1
Computed, not measured: the molecule C4H3ClFNS in a non-equilibrium geometry, with ωB97M-V/def2-TZVPD.

Cartesian coordinates (Å):
1 N -1.813 -1.909 -1.632
2 C -0.989 -1.147 -1.321
3 C 0.026 -0.239 -0.844
4 Cl 1.353 -0.004 -1.945
5 C -0.422 0.967 -0.035
6 F -1.753 1.103 0.221
7 C 0.280 -0.174 0.682
8 S 1.946 -0.083 1.310
9 H 0.032 1.954 -0.235
10 H -0.406 -0.824 1.233
11 H 1.747 0.356 2.567

Values from the calculation:
- structure (SMILES) = N#C[C@@]1(Cl)[C@@H](F)[C@@H]1S
- 2S+1 = 1
- charge = 0

Record 2
Computed, not measured: a structure of composition C4H3ClN2O in a non-equilibrium geometry, with ωB97M-V/def2-TZVPD.

Cartesian coordinates (Å):
1 C 0.035 1.008 0.005
2 C 0.358 -0.434 0.121
3 C 1.546 -0.979 0.073
4 C -0.852 -1.372 -0.087
5 H -1.458 2.339 0.112
6 H -2.206 0.830 0.594
7 H 1.580 -2.120 -0.132
8 N -1.311 1.398 -0.144
9 N -1.705 -2.161 -0.225
10 O 0.898 1.849 -0.216
11 Cl 3.113 -0.358 -0.100

Values from the calculation:
- 2S+1 = 1
- charge = 0

Asked for molar mass across the records above, the calculation gives 151.59; 130.53 g/mol in order.
Asked for energy relative to the best compared isomer or geometry (same formula, charge and spin) across the records above, the calculation gives 130.2; 216.6 kJ/mol in order.